No. 1
Density functional theory data (ωB97M-V with the def2-TZVPD basis set) for a 4-piece molecular cluster, C33H68NO11 overall.

For the total energy, the calculation gives -59323.226 eV. The multiplicity is 2. The gap between HOMO and LUMO (spin up / spin down) is 7.75 / 7.75 eV. For the maximum force, the calculation gives 0.075 Eh/bohr.

Each atom is followed by the atoms it is bonded to, with distances in Å.
Element x y z (Å)
1 C 4.81371 1.04191 -0.39022  C2 1.381, H19 1.094, H20 1.099
2 C 4.15792 0.26331 -1.32381  C1 1.381, C3 1.529, H21 1.101
3 C 3.30181 -0.96089 -0.99755  C2 1.529, C4 1.580, H22 1.100, H23 1.108
4 C 2.06742 -0.62941 -0.06840  C3 1.580, C5 1.539, C9 1.556, C18 1.565
5 C 2.50938 -0.74723 1.40082  C4 1.539, C6 1.583, H24 1.100, H25 1.093
6 C 2.78717 -2.26658 1.74889  C5 1.583, C7 1.550, O8 1.413, H26 1.098
7 C 2.94944 -2.53042 3.26764  C6 1.550, O8 1.513, H27 1.089, H28 1.085
8 O 1.74240 -2.91940 2.44190  C6 1.413, C7 1.513
9 C 0.91610 -1.57818 -0.51187  C4 1.556, C10 1.546, H29 1.100, H30 1.106
10 C -0.52132 -1.15570 -0.13121  C9 1.546, C11 1.578, C12 1.565, N13 1.470
11 C -1.47080 -1.98116 -1.08323  C10 1.578, H31 1.104, H32 1.093, H33 1.098
12 C -0.90996 -1.64723 1.30309  C10 1.565, H34 1.094, H35 1.099, H36 1.097
13 N -0.83946 0.25741 -0.37996  C10 1.470, O14 1.278, C15 1.468
14 O -2.03530 0.58170 -0.06590  N13 1.278
15 C 0.17573 1.20728 0.09114  N13 1.468, C16 1.570, C17 1.553, C18 1.564
16 C -0.13235 2.55440 -0.65468  C15 1.570, H37 1.102, H38 1.097, H39 1.097
17 C 0.07456 1.56477 1.59933  C15 1.553, H40 1.100, H41 1.095, H42 1.100
18 C 1.62741 0.84289 -0.36328  C4 1.565, C15 1.564, H43 1.102, H44 1.096
19 H 5.67907 0.71737 0.19600  C1 1.094
20 H 4.40394 2.04356 -0.19993  C1 1.099
21 H 4.28226 0.51401 -2.38880  C2 1.101
22 H 2.97737 -1.39259 -1.95590  C3 1.100
23 H 3.97762 -1.70915 -0.53898  C3 1.108
24 H 3.48059 -0.26201 1.57649  C5 1.100
25 H 1.74656 -0.48682 2.13951  C5 1.093
26 H 3.42328 -2.84631 1.06646  C6 1.098
27 H 2.61075 -1.67745 3.85293  C7 1.089
28 H 3.17797 -3.52677 3.63280  C7 1.085
29 H 1.03295 -2.62430 -0.19298  C9 1.100
30 H 0.94471 -1.60281 -1.61688  C9 1.106
31 H -1.64689 -1.32345 -1.95229  C11 1.104
32 H -2.43460 -2.20816 -0.61990  C11 1.093
33 H -0.94361 -2.85953 -1.47727  C11 1.098
34 H -0.13708 -1.43533 2.04833  C12 1.094
35 H -1.04136 -2.73430 1.21198  C12 1.099
36 H -1.86770 -1.22846 1.63475  C12 1.097
37 H -1.04240 2.94241 -0.17005  C16 1.102
38 H 0.66535 3.29111 -0.49768  C16 1.097
39 H -0.39251 2.39677 -1.70852  C16 1.097
40 H -0.84940 2.14278 1.74904  C17 1.100
41 H 0.02319 0.69985 2.26881  C17 1.095
42 H 0.89922 2.22561 1.90539  C17 1.100
43 H 1.66430 1.09988 -1.43391  C18 1.102
44 H 2.28088 1.51507 0.20368  C18 1.096
45 C -6.26265 -7.14925 -0.91088  O46 1.411, H54 1.096, H55 1.091, H56 1.094
46 O -6.46896 -5.83293 -1.37597  C45 1.411, C47 1.418
47 C -7.79075 -5.57189 -1.81761  O46 1.418, C48 1.520, H57 1.094, H58 1.097
48 C -8.34207 -4.27038 -1.25783  C47 1.520, O49 1.421, H59 1.094, H60 1.090
49 O -8.56106 -4.24182 0.14549  C48 1.421, C50 1.421
50 C -7.43463 -4.29261 1.01054  O49 1.421, C51 1.519, H61 1.090, H62 1.093
51 C -6.50110 -3.09493 0.95825  C50 1.519, O52 1.418, H63 1.097, H64 1.095
52 O -5.79948 -3.02245 -0.27234  C51 1.418, C53 1.414
53 C -5.77069 -1.73192 -0.85045  O52 1.414, H65 1.095, H66 1.091, H67 1.095
54 H -6.00024 -7.81323 -1.74182  C45 1.096
55 H -5.42723 -7.13219 -0.20868  C45 1.091
56 H -7.13609 -7.54297 -0.38267  C45 1.094
57 H -8.46805 -6.39083 -1.55624  C47 1.094
58 H -7.76140 -5.49074 -2.91153  C47 1.097
59 H -9.33036 -4.12716 -1.70370  C48 1.094
60 H -7.74619 -3.41469 -1.57563  C48 1.090
61 H -6.88658 -5.22596 0.88000  C50 1.090
62 H -7.85139 -4.32811 2.02086  C50 1.093
63 H -5.75477 -3.20098 1.75482  C51 1.097
64 H -7.07750 -2.18126 1.13564  C51 1.095
65 H -6.71627 -1.19973 -0.70581  C53 1.095
66 H -5.61485 -1.85017 -1.92355  C53 1.091
67 H -4.94226 -1.15091 -0.43322  C53 1.095
68 C -2.55081 3.52097 -3.84023  O69 1.413, H77 1.096, H78 1.092, H79 1.094
69 O -1.52835 3.11383 -4.72617  C68 1.413, C70 1.418
70 C -1.92825 2.12624 -5.66122  O69 1.418, C71 1.520, H80 1.094, H81 1.098
71 C -1.48893 2.45965 -7.07777  C70 1.520, O72 1.421, H82 1.094, H83 1.090
72 O -2.10540 3.59573 -7.66728  C71 1.421, C73 1.421
73 C -1.81730 4.88002 -7.13178  O72 1.421, C74 1.520, H84 1.090, H85 1.093
74 C -0.38474 5.36130 -7.29028  C73 1.520, O75 1.419, H86 1.097, H87 1.095
75 O 0.51928 4.61103 -6.49405  C74 1.419, C76 1.412
76 C 1.69549 4.21390 -7.16761  O75 1.412, H88 1.095, H89 1.091, H90 1.094
77 H -2.58219 2.85977 -2.96729  C68 1.096
78 H -2.32061 4.53161 -3.49777  C68 1.092
79 H -3.53229 3.54780 -4.32265  C68 1.094
80 H -3.01231 1.97806 -5.64636  C70 1.094
81 H -1.45204 1.18240 -5.36639  C70 1.098
82 H -1.78360 1.61592 -7.70803  C71 1.094
83 H -0.40330 2.52282 -7.15492  C71 1.090
84 H -2.14452 4.95045 -6.09429  C73 1.090
85 H -2.45001 5.57250 -7.69375  C73 1.093
86 H -0.32917 6.40355 -6.95405  C74 1.097
87 H -0.10543 5.31737 -8.34795  C74 1.095
88 H 1.49517 3.93898 -8.20801  C76 1.095
89 H 2.08903 3.33312 -6.65872  C76 1.091
90 H 2.44518 5.01016 -7.12688  C76 1.094
91 C 3.32726 2.26501 4.68077  O92 1.412, H100 1.096, H101 1.091, H102 1.094
92 O 4.05146 1.25295 5.34782  C91 1.412, C93 1.418
93 C 4.91282 0.50453 4.50583  O92 1.418, C94 1.520, H103 1.095, H104 1.096
94 C 6.30173 0.34375 5.10227  C93 1.520, O95 1.420, H105 1.094, H106 1.090
95 O 7.06944 1.53326 5.21687  C94 1.420, C96 1.421
96 C 6.64446 2.53161 6.13481  O95 1.421, C97 1.519, H107 1.090, H108 1.093
97 C 6.69893 2.15054 7.60461  C96 1.519, O98 1.419, H109 1.097, H110 1.095
98 O 5.73616 1.16103 7.93260  C97 1.419, C99 1.413
99 C 6.23450 0.10655 8.72995  O98 1.413, H111 1.095, H112 1.091, H113 1.094
100 H 2.39552 1.86173 4.26709  C91 1.096
101 H 3.07283 3.03547 5.41062  C91 1.091
102 H 3.91280 2.73686 3.88571  C91 1.094
103 H 4.99720 0.95778 3.51246  C93 1.095
104 H 4.46798 -0.49036 4.38905  C93 1.096
105 H 6.86744 -0.29732 4.42016  C94 1.094
106 H 6.26871 -0.19008 6.05214  C94 1.090
107 H 5.66108 2.91567 5.86311  C96 1.090
108 H 7.34045 3.36322 5.99512  C96 1.093
109 H 6.47032 3.04051 8.20298  C97 1.097
110 H 7.71013 1.81105 7.85105  C97 1.095
111 H 7.25569 -0.16878 8.44798  C99 1.095
112 H 5.59669 -0.76314 8.56800  C99 1.091
113 H 6.19763 0.37960 9.78895  C99 1.094

Atom charges from the Mulliken analysis, given in e for atoms 1 to 4: -0.96 -0.11 -0.67 3.16


No. 2
Density functional theory data (ωB97M-V with the def2-TZVPD basis set) for a 2-piece molecular cluster, C7H16NO overall.

The relative energy (zero: lowest compared OMol25 entry of this formula, charge and spin) is 2.295 eV. For the total energy, the calculation gives -11051.872 eV. The gap between HOMO and LUMO is 5.49 eV. Its charge is -1. For the maximum force, the calculation gives 0.089 Eh/bohr.

Each atom is followed by the atoms it is bonded to, with distances in Å.
Element x y z (Å)
1 C -1.50650 -2.35502 1.54274  C6 1.572, H10 1.126, H11 1.066, H12 1.101
2 C 0.59364 -1.09774 1.81160  C6 1.493, H13 1.189, H14 1.066, H15 1.122
3 C 0.12338 0.65817 -2.41062  C7 1.502, H16 1.115, H17 1.148, H18 1.092
4 C 1.80832 1.86191 -0.91212  C7 1.542, H19 1.031, H20 1.096, H21 1.138
5 C -1.94991 1.57905 -0.62518  N8 1.352, H22 1.105, H24 1.030
6 C -0.05434 -2.15252 0.97684  C1 1.572, C2 1.493, H23 1.074, H25 1.169
7 C 0.32930 1.60766 -1.26469  C3 1.502, C4 1.542, N8 1.385
8 N -0.71573 2.11935 -0.51321  C5 1.352, C7 1.385, O9 1.303
9 O -0.43826 3.03420 0.37171  N8 1.303
10 H -1.92023 -3.37317 1.78849  C1 1.126
11 H -1.37514 -1.79886 2.44215  C1 1.066
12 H -2.17803 -1.78576 0.88157  C1 1.101
13 H -0.15897 -0.17960 1.87715  C2 1.189
14 H 1.36617 -0.68690 1.20304  C2 1.066
15 H 1.07494 -1.50483 2.73981  C2 1.122
16 H 1.11429 0.38296 -2.84098  C3 1.115
17 H -0.26678 1.06044 -3.41265  C3 1.148
18 H -0.50093 -0.18003 -2.09279  C3 1.092
19 H 2.18873 2.46030 -1.66010  C4 1.031
20 H 2.44377 1.01368 -0.63345  C4 1.096
21 H 1.65822 2.59395 -0.05364  C4 1.138
22 H -1.89844 0.88645 -1.48494  C5 1.105
23 H 0.45351 -3.09814 0.99597  C6 1.074
24 H -2.73067 2.22466 -0.43722  C5 1.030
25 H -0.15557 -1.83047 -0.14199  C6 1.169

Atom charges from the Mulliken analysis, given in e for atoms 1 to 4: -0.99 -1.07 -1.42 -1.39


Q: Look up the maximum force of the second one.
A: 0.089 Eh/bohr